Entry 1:
The following is a quantum chemistry calculation of C8H8O3 in the gas phase in a non-equilibrium geometry, from the OMol25 dataset.

The energy above the lowest of the compared OMol25 structures with the same formula, charge and spin is 182.1 kJ/mol. For the lowest unoccupied orbital energy, the calculation gives 0.016 hartree. As for the SMILES: Cc1ccc(C(=O)O)c(O)c1. For the frontier orbital gap, the calculation gives 9.3 eV.

Cartesian coordinates (Å):
C (-0.655941, -2.986408, 0.607569)
C (-0.330967, -1.501084, 0.271037)
C (-1.306502, -0.753220, -0.361186)
C (-1.058173, 0.571565, -0.698690)
C (0.187024, 1.153845, -0.444006)
C (0.444177, 2.536836, -0.627952)
C (1.170237, 0.349848, 0.112413)
C (0.825047, -0.978956, 0.559141)
H (-1.271731, -3.281085, -0.164323)
H (0.262398, -3.589349, 0.863978)
H (-1.266938, -3.004827, 1.688082)
H (-2.425057, -1.300827, -0.352214)
H (-1.779998, 1.038699, -1.114421)
H (-0.247884, 4.373591, -0.510923)
H (2.447285, 1.623709, 0.015840)
H (1.672712, -1.455978, 1.163647)
O (-0.599592, 3.397653, -0.314158)
O (1.521850, 3.002011, -1.116608)
O (2.412054, 0.803978, 0.422776)

Forces on the atoms, in the same order (eV/Å):
0.8 2.0 5.0
-2.6 -3.6 0.2
-3.2 -0.4 0.0
3.4 -4.4 2.9
-0.3 -1.4 0.3
1.9 4.2 -2.3
0.0 -1.4 1.4
5.9 2.7 1.0
-1.1 -1.5 -1.4
-1.0 0.5 -0.9
1.2 0.1 -2.9
3.1 1.9 -0.7
-4.7 3.7 -2.7
-0.9 -3.1 0.5
0.8 3.1 -1.4
-1.5 0.3 -1.1
2.2 1.5 -0.8
-2.9 -1.4 2.1
-1.1 -2.9 0.9


Entry 2:
The following is a quantum chemistry calculation of 2 unconnected molecules or ions with the total composition C4H9NS in a non-equilibrium geometry, from the OMol25 dataset.

The energy above the lowest of the compared OMol25 structures with the same formula, charge and spin is 489.7 kJ/mol. For the lowest unoccupied orbital energy, the calculation gives -0.038 hartree. For the frontier orbital gap, the calculation gives 8.1 eV.

Cartesian coordinates (Å):
C (-1.290691, -0.566486, 0.747805)
C (-0.196347, -0.170964, -0.259745)
C (-1.070796, -1.329592, -0.486890)
C (-0.515570, 1.183573, -0.802261)
N (2.710155, -0.180315, 0.097754)
S (3.721851, 0.812089, 0.595902)
H (-1.108445, -1.032118, 1.702015)
H (-2.176613, 0.111607, 0.847897)
H (0.798211, -0.399690, 0.134284)
H (-1.882224, -1.257810, -1.226484)
H (0.228919, 1.515402, -1.581946)
H (-0.485011, 1.912954, 0.098852)
H (-1.515044, 1.117341, -1.472449)
H (-0.587390, -2.276110, -0.388853)
H (3.369000, 0.560116, 1.994114)

Forces on the atoms, in the same order (eV/Å):
-0.9 0.8 1.0
-0.6 0.3 2.0
-1.1 -0.4 -1.3
-0.3 1.1 -1.7
0.8 0.0 -1.6
-1.6 -1.3 2.3
0.5 -0.1 0.1
0.9 -0.6 -0.5
-0.5 0.3 -0.6
0.6 -0.2 0.1
-0.5 -0.2 0.9
-0.6 -0.8 -1.9
1.9 0.5 2.1
0.0 -0.6 -0.1
1.4 1.3 -0.7


Entry 3:
The following is a quantum chemistry calculation of 13 unconnected molecules or ions with the total composition C39H112N8O13 in a non-equilibrium geometry, from the OMol25 dataset.

The energy above the lowest of the compared OMol25 structures with the same formula, charge and spin is 0.0 kJ/mol. For the lowest unoccupied orbital energy, the calculation gives 0.012 hartree. For the frontier orbital gap, the calculation gives 9.2 eV.

Cartesian coordinates (Å):
C (0.436459, -0.604021, 1.066840)
C (-0.561152, 0.187136, 0.242979)
O (0.077897, 0.768611, -0.883849)
H (1.102496, 0.109182, 1.563811)
H (1.032516, -1.238055, 0.408094)
H (-0.060236, -1.202502, 1.830386)
H (-1.061568, 0.920728, 0.880596)
H (-1.330969, -0.523502, -0.096107)
H (-0.587469, 1.313294, -1.337294)
C (-0.160419, -2.970449, -1.206150)
C (1.057693, -3.570312, -1.885523)
O (0.959024, -5.009591, -1.773782)
H (-1.081400, -3.405578, -1.590070)
H (-0.192005, -1.884958, -1.309957)
H (-0.067693, -3.213711, -0.143467)
H (1.985393, -3.207139, -1.434743)
H (1.001452, -3.368708, -2.962840)
H (1.668506, -5.356716, -2.324972)
C (-5.729192, 0.815102, 1.269927)
C (-4.925413, 1.360419, 0.113008)
C (-5.731237, 2.244275, -0.831136)
O (-4.977768, 2.413086, -2.032200)
C (-5.722425, 3.017601, -3.072319)
N (-3.746861, 2.086204, 0.658182)
H (-5.107954, 0.143418, 1.859464)
H (-6.525055, 0.189002, 0.855099)
H (-6.188605, 1.557625, 1.922740)
H (-4.467471, 0.592983, -0.515318)
H (-5.970127, 3.221015, -0.398918)
H (-6.651906, 1.705422, -1.091207)
H (-6.255561, 2.281297, -3.687712)
H (-4.981147, 3.434403, -3.761994)
H (-6.414499, 3.782981, -2.719091)
H (-3.050283, 2.318111, -0.044012)
H (-4.037729, 2.972890, 1.071327)
C (-5.674688, -5.599613, 1.385457)
C (-5.788823, -4.757694, 0.134964)
C (-4.580815, -3.887924, -0.133149)
O (-4.483611, -2.911780, 0.882487)
C (-3.412021, -2.033119, 0.691765)
N (-6.128370, -5.643244, -0.985384)
H (-5.415404, -5.030924, 2.280040)
H (-4.892863, -6.358515, 1.261949)
H (-6.576912, -6.153979, 1.644941)
H (-6.657001, -4.101080, 0.237495)
H (-4.731812, -3.324767, -1.069113)
H (-3.662094, -4.483154, -0.233997)
H (-3.325658, -1.346044, 1.530219)
H (-3.575232, -1.452608, -0.227609)
H (-2.439370, -2.529079, 0.606453)
H (-6.169006, -5.113108, -1.854092)
H (-5.373823, -6.307499, -1.155769)
C (1.860240, 3.331961, -1.952627)
C (2.690357, 4.258600, -2.843833)
C (2.244068, 5.691638, -2.739888)
O (0.902742, 5.904353, -3.140105)
C (0.760512, 5.968065, -4.544052)
N (4.139112, 4.105931, -2.567414)
H (2.258085, 2.317779, -1.959519)
H (0.851298, 3.238974, -2.360007)
H (1.806739, 3.721528, -0.941007)
H (2.446290, 3.943609, -3.872323)
H (2.953049, 6.382521, -3.216703)
H (2.294493, 5.998395, -1.687138)
H (1.179305, 6.902878, -4.929814)
H (-0.310216, 5.949509, -4.758491)
H (1.182442, 5.111520, -5.080479)
H (4.239931, 3.107735, -2.399199)
H (4.624228, 4.254623, -3.450475)
C (4.073630, -3.301297, -4.403459)
C (4.732619, -1.941840, -4.357908)
C (3.807205, -0.835389, -3.866755)
O (2.602289, -0.775722, -4.615907)
C (1.657982, 0.016391, -3.956039)
N (5.953863, -2.004927, -3.559729)
H (3.696862, -3.592373, -3.419255)
H (4.792743, -4.042770, -4.756363)
H (3.247714, -3.371317, -5.112934)
H (5.007597, -1.593898, -5.360920)
H (4.292326, 0.147406, -4.003460)
H (3.586650, -0.895760, -2.788856)
H (0.674307, -0.020644, -4.417910)
H (2.007752, 1.052193, -3.877995)
H (1.454287, -0.335460, -2.934464)
H (5.712409, -2.222604, -2.592970)
H (6.400568, -1.092519, -3.509990)
C (-2.313234, 0.406534, -3.672298)
C (-1.521813, 1.683822, -3.428923)
C (-1.370375, 2.659772, -4.594711)
O (-0.651630, 2.036114, -5.612962)
C (-0.690213, 2.728170, -6.843810)
N (-2.100227, 2.254641, -2.200989)
H (-2.311449, -0.235371, -2.791138)
H (-1.762972, -0.230272, -4.379062)
H (-3.296883, 0.574742, -4.112273)
H (-0.483187, 1.371699, -3.279227)
H (-0.871898, 3.564594, -4.214577)
H (-2.379562, 2.981998, -4.908844)
H (0.028713, 2.305255, -7.537412)
H (-0.395740, 3.769402, -6.665659)
H (-1.707045, 2.701241, -7.241582)
H (-1.700702, 3.188745, -2.037709)
H (-3.094544, 2.466715, -2.346853)
C (3.184646, 2.046579, 4.721474)
C (2.356034, 0.972872, 4.020955)
C (3.013235, -0.380943, 4.140911)
O (4.120111, -0.450686, 3.284534)
C (4.665566, -1.755357, 3.170325)
N (0.991180, 1.017696, 4.547072)
H (2.823885, 3.067889, 4.599792)
H (4.217334, 1.934477, 4.380953)
H (3.180419, 1.869296, 5.802597)
H (2.298448, 1.269349, 2.961063)
H (2.259019, -1.122530, 3.817674)
H (3.215415, -0.687583, 5.176122)
H (4.747250, -2.227131, 4.149146)
H (5.639715, -1.621380, 2.705247)
H (4.071749, -2.372222, 2.493472)
H (0.381227, 0.412762, 3.996330)
H (0.604083, 1.965172, 4.422506)
C (0.344380, 3.346411, 1.242773)
C (-0.887787, 3.920096, 1.920658)
C (-0.705571, 4.502395, 3.311520)
O (-0.157437, 3.565418, 4.214637)
C (-0.158571, 4.086290, 5.526013)
N (-1.551856, 4.951116, 1.105539)
H (1.053800, 4.150262, 1.026411)
H (0.052451, 2.939130, 0.274574)
H (0.811208, 2.543619, 1.813739)
H (-1.623372, 3.114260, 2.021069)
H (-1.652231, 4.899257, 3.695091)
H (-0.030865, 5.370525, 3.246268)
H (0.444164, 3.468396, 6.195391)
H (-1.176547, 4.035556, 5.936705)
H (0.247571, 5.099224, 5.617860)
H (-1.069901, 5.843298, 1.213226)
H (-1.406294, 4.728062, 0.123578)
C (4.987398, -6.224754, 2.211602)
C (3.813753, -6.686583, 3.067767)
C (2.499250, -6.061476, 2.604694)
O (2.528280, -4.664200, 2.815661)
C (1.584695, -3.963759, 2.030641)
N (3.732110, -8.155484, 3.026589)
H (4.965859, -5.131927, 2.216874)
H (4.862596, -6.505163, 1.162346)
H (5.896935, -6.663043, 2.612228)
H (3.998048, -6.380777, 4.098869)
H (1.681051, -6.483918, 3.214412)
H (2.227610, -6.331521, 1.574001)
H (1.729258, -2.910231, 2.264280)
H (0.565024, -4.283382, 2.267664)
H (1.773579, -4.078373, 0.955711)
H (3.033242, -8.455553, 3.702073)
H (3.394371, -8.454524, 2.115808)
C (-3.141222, 1.463459, 4.048203)
O (-2.778187, 0.688020, 2.904923)
H (-2.412193, 2.258746, 4.221754)
H (-4.162899, 1.847341, 3.992676)
H (-3.109917, 0.784207, 4.904437)
H (-3.153473, 1.159532, 2.095689)
C (4.059744, 1.775397, 0.275613)
O (4.568620, 0.582108, 0.875216)
H (2.992383, 1.575625, 0.128793)
H (4.208193, 2.639269, 0.923413)
H (4.525719, 1.866507, -0.699396)
H (4.237685, 0.473886, 1.793758)
C (-1.004904, -1.936323, 4.876388)
O (-1.763258, -1.818748, 3.692947)
H (-1.288132, -1.224239, 5.662204)
H (-1.258490, -2.903452, 5.315673)
H (0.065649, -1.797843, 4.729298)
H (-2.209417, -0.952637, 3.651497)

Forces on the atoms, in the same order (eV/Å):
0.3 0.7 -0.1
-0.4 -0.9 0.1
0.1 0.1 0.1
0.2 -0.2 0.0
0.0 0.0 0.2
-0.1 0.0 0.0
0.0 0.1 -0.1
-0.1 0.3 0.0
-0.1 -0.2 0.3
0.5 -0.3 0.4
-1.0 -0.6 -0.7
0.3 0.4 0.2
0.0 0.0 -0.1
0.1 -0.1 -0.1
-0.4 0.1 0.0
0.0 0.1 -0.1
0.4 0.5 0.2
-0.1 -0.2 0.1
-0.4 -1.0 -0.5
1.2 1.4 0.0
-0.1 -0.9 -0.5
-0.5 0.3 0.3
0.6 -0.3 -0.7
-0.2 0.3 0.4
0.0 0.1 0.1
-0.1 0.1 0.2
0.2 0.2 -0.1
-0.4 -0.4 0.2
-0.1 0.0 0.1
-0.1 0.2 0.1
-0.2 -0.1 0.4
-0.2 0.3 0.2
0.1 0.1 0.0
-0.1 -0.3 -0.2
0.0 -0.1 -0.1
0.5 -0.4 0.7
-0.8 -0.3 -0.1
-0.1 0.7 -0.1
0.1 -0.4 0.6
0.3 0.3 -0.3
0.5 0.0 -0.5
0.1 0.2 -0.2
0.1 0.1 -0.1
-0.2 0.2 -0.4
0.1 0.2 0.1
0.0 -0.4 -0.2
0.0 0.0 0.1
-0.2 -0.1 0.1
0.1 0.1 -0.1
-0.1 -0.3 0.0
-0.2 0.1 0.2
-0.1 0.0 0.3
0.1 0.3 -0.4
-0.4 -0.9 -0.7
0.3 0.8 1.2
0.3 -0.3 -0.3
-0.5 0.1 -0.1
-0.7 -0.2 -0.4
0.1 0.0 0.2
-0.1 0.2 0.1
0.1 -0.2 0.1
0.3 -0.1 0.0
-0.2 -0.1 -0.5
-0.1 -0.2 0.0
0.1 -0.1 -0.1
0.0 0.2 0.1
0.2 0.1 0.2
0.4 0.1 0.2
0.1 0.2 0.2
0.0 -0.4 -0.4
-0.2 0.8 -0.2
-0.4 0.8 0.0
0.0 -0.7 0.1
-0.4 0.1 0.8
0.0 0.1 0.4
0.1 0.0 0.0
0.1 0.0 0.3
-0.1 0.4 0.1
0.1 -0.5 -0.1
0.3 -0.2 0.1
0.0 -0.4 -0.1
0.3 0.0 -0.7
-0.1 0.1 -0.1
0.3 0.0 0.1
0.0 -0.1 -0.1
0.0 -0.1 -0.2
1.0 -0.7 -1.2
0.1 -0.6 0.2
-1.2 0.1 0.6
0.3 -0.4 -0.2
-0.1 0.5 0.6
0.5 1.5 -0.3
-0.5 0.4 0.3
-0.2 0.3 -0.3
-0.2 0.0 0.4
-0.1 0.0 0.6
0.2 0.0 -0.1
0.1 -0.1 -0.3
-0.1 -0.3 0.0
-0.1 0.1 -0.2
0.0 0.0 -0.3
0.1 -0.3 0.0
0.2 -0.5 0.1
0.4 -0.5 0.5
-0.4 1.6 0.0
-1.6 -0.9 -0.3
0.2 0.1 0.6
0.2 0.3 -0.4
-0.3 -0.3 0.2
0.0 -0.1 -0.4
0.0 0.4 0.0
0.0 -0.2 0.0
0.5 -0.4 -0.1
0.1 0.0 -0.1
0.4 0.4 0.0
0.1 -0.1 0.0
0.1 -0.1 0.2
-0.2 -0.1 0.2
0.1 0.0 0.1
0.5 -0.8 0.0
-0.1 0.4 0.1
-0.7 -0.4 0.1
0.4 0.5 -0.3
0.0 0.6 0.0
-0.2 -0.3 0.9
0.2 0.3 -0.2
0.2 -0.1 0.3
0.0 -0.1 0.1
0.1 0.1 0.0
0.1 -0.1 0.0
-0.2 -0.2 -0.1
0.1 0.0 0.0
0.1 -0.3 -0.4
0.0 0.4 -0.1
-0.2 0.1 -0.4
-0.1 -0.1 0.1
-0.1 -0.1 0.1
-0.7 0.3 0.1
-0.1 -0.4 -0.9
-0.5 -0.1 0.8
0.2 -0.1 -0.5
0.3 0.2 0.1
-0.2 0.2 0.4
0.5 -0.1 0.1
0.0 -0.3 0.1
0.2 0.3 -0.1
-0.1 0.0 0.0
0.1 0.0 0.0
0.4 0.2 -0.2
-0.3 0.0 0.1
-0.1 0.1 -0.1
0.0 -0.2 0.1
0.1 -0.1 -0.1
0.1 0.0 0.0
0.3 -0.6 0.1
-0.6 0.8 -0.3
-0.1 0.2 0.0
0.1 0.1 -0.1
0.0 0.1 0.1
0.6 -0.4 0.4
-0.7 -1.5 0.7
0.4 0.2 0.1
-0.1 0.6 -0.2
0.1 0.2 -0.3
0.2 0.3 0.0
0.2 0.1 -0.6
-0.7 0.0 0.8
-0.1 0.5 -0.1
-0.1 0.2 -0.3
0.5 -0.2 -0.1
0.1 -0.3 -0.2
0.3 -0.3 -0.3


Entry 4:
The following is a quantum chemistry calculation of a molecular structure, C14H39Li2O9 in a non-equilibrium geometry, from the OMol25 dataset.

Its total charge is +2. As for the multiplicity: 2. For the lowest unoccupied orbital energy (spin up / spin down), the calculation gives -0.283 / -0.408 hartree. For the frontier orbital gap (spin up / spin down), the calculation gives 6.4 / 3.0 eV.

Cartesian coordinates (Å):
Li (5.432230, -21.424260, -10.997060)
Li (4.077170, -21.196510, -13.627510)
C (7.613190, -23.470860, -14.142140)
C (6.294840, -22.678070, -14.079210)
O (5.768760, -22.132600, -12.878420)
H (7.668830, -24.020230, -15.081930)
H (7.634620, -24.227280, -13.357620)
H (8.500480, -22.844960, -14.046870)
H (5.495290, -23.207130, -14.597780)
H (6.409050, -21.854680, -14.784260)
C (5.552000, -26.711480, -15.422600)
C (4.378680, -27.706910, -15.264710)
C (3.145430, -26.893310, -15.032620)
O (4.262800, -28.332650, -16.587230)
H (5.704490, -26.040980, -14.576860)
H (5.571920, -26.151300, -16.357430)
H (6.413780, -27.374300, -15.500690)
H (4.597750, -28.421120, -14.470970)
H (3.385920, -26.170450, -14.253050)
H (2.228880, -27.372490, -14.688510)
H (2.922510, -26.265570, -15.895380)
H (3.570000, -28.987330, -16.473120)
C (8.285730, -27.106460, -12.555870)
C (9.784590, -26.928740, -12.592530)
C (10.455640, -27.410250, -11.336940)
O (10.254770, -27.552560, -13.802060)
H (7.659690, -26.754850, -13.375960)
H (7.874250, -26.581640, -11.693690)
H (7.839290, -28.099110, -12.497190)
H (10.089790, -25.882630, -12.567520)
H (9.978170, -28.140680, -10.683790)
H (10.641380, -26.506900, -10.755950)
H (11.517480, -27.498890, -11.566570)
H (10.570180, -26.901580, -14.433200)
C (3.313680, -23.809260, -9.805570)
C (2.926280, -24.832160, -10.886190)
O (2.750230, -24.106830, -12.062780)
O (4.634720, -23.339890, -10.186150)
H (3.412760, -24.239960, -8.809190)
H (2.490370, -23.096710, -9.755310)
H (1.950670, -25.239000, -10.620140)
H (3.690100, -25.554900, -11.173120)
H (3.607850, -23.730770, -12.274130)
H (5.208960, -23.977030, -9.754980)
C (8.505170, -18.852160, -16.395420)
C (7.983550, -20.114700, -17.124340)
O (8.518090, -20.058950, -18.475780)
O (8.052180, -17.783530, -17.206520)
H (9.594830, -18.879180, -16.391170)
H (8.075250, -18.792070, -15.395590)
H (6.894870, -20.090010, -17.171970)
H (8.329040, -21.079760, -16.753670)
H (8.292780, -19.208910, -18.860850)
H (7.093110, -17.819600, -17.228460)
C (2.122240, -20.837710, -16.057510)
C (2.368080, -22.251680, -15.591550)
O (2.484650, -22.427520, -14.235160)
O (3.001670, -19.984740, -15.333850)
H (1.087580, -20.526900, -15.912690)
H (2.207540, -20.775500, -17.142390)
H (3.281050, -22.675850, -16.009470)
H (1.512280, -22.829600, -15.940420)
H (2.257470, -23.296380, -13.895930)
H (2.451300, -19.229910, -15.112690)

Forces on the atoms, in the same order (eV/Å):
0.2 -1.0 0.5
-1.1 -0.1 -1.0
-0.6 0.1 0.9
0.8 -0.4 0.9
0.5 -0.2 -1.5
-0.2 0.2 -0.1
0.0 0.0 0.1
-0.1 0.1 0.0
-0.7 -0.4 0.0
-0.1 1.0 -0.3
0.7 -1.5 -0.1
0.1 1.3 -2.2
-0.7 1.0 0.9
0.3 0.1 1.6
-0.2 -0.1 0.2
-0.6 0.0 0.0
0.5 0.3 0.1
-0.1 -0.1 -0.1
-0.1 0.1 0.4
0.1 -0.4 -0.3
0.0 -0.3 -0.3
-0.1 -0.3 -0.4
-1.7 0.5 0.5
-0.4 -0.4 -1.1
1.2 1.1 0.5
0.1 -0.2 0.5
0.7 0.7 -0.6
0.0 0.1 0.4
1.0 -0.6 0.4
-0.5 0.4 -0.7
0.3 -0.3 -0.5
-0.8 0.2 0.7
0.0 -1.4 -0.1
0.0 0.1 0.2
-0.1 -2.0 -0.1
-0.3 0.4 0.8
-0.5 1.2 -1.6
-0.1 1.5 -0.1
-0.2 -0.1 0.0
0.7 0.7 -0.3
0.2 -0.5 -0.1
0.0 -0.6 1.1
0.2 -0.1 -0.1
0.5 0.1 -0.1
-1.0 -1.2 -0.9
1.4 0.7 -1.6
-0.5 -0.9 1.1
0.5 0.5 0.3
-0.1 0.3 0.1
0.2 0.1 0.4
-0.4 -0.1 0.2
0.0 0.1 0.3
0.0 0.3 0.1
-0.2 0.2 0.0
-0.6 -0.5 0.3
-0.7 -1.2 -2.3
0.9 1.6 2.9
0.3 0.2 0.4
-0.1 -0.1 0.6
0.7 0.0 0.0
0.0 0.1 -0.8
0.1 -0.2 -0.4
-0.4 -0.4 -0.1
0.4 0.5 0.2


no.,DFT total energy (eV)
1,-14566.8614
2,-16614.3790
3,-80792.7557
4,-33969.5970